1.
45
Properties=species:S:1:pos:R:3 method="wB97M-V/def2-TZVPD" energy_ev=-103209.4985 lumo_ev=-13.771 homo_ev=-16.7 total_charge=+3
O -7.08 0.58 0.37
C -6.59 -0.38 0.81
I -7.56 -2.26 0.70
C -5.21 -0.30 1.45
C -4.10 -0.38 0.45
C -4.25 -1.17 -0.77
N -3.33 -1.28 -1.68
C -2.18 -0.61 -1.38
C -1.06 -0.76 -2.25
C 0.17 -0.13 -2.01
P 1.63 -0.35 -3.08
P 2.32 -2.17 -2.04
O 1.92 -1.90 -0.65
O 3.84 -2.26 -2.36
O 1.58 -3.40 -2.70
C 0.32 0.72 -0.83
C 1.65 1.33 -0.53
C 1.67 2.41 0.58
C 1.75 1.77 1.99
C 3.18 1.69 2.54
S 3.88 0.13 2.04
O 2.88 -0.88 2.20
O 4.41 0.29 0.71
O 5.01 -0.09 3.09
C -0.78 0.84 0.00
C -2.02 0.18 -0.24
N -3.00 0.30 0.69
H -5.13 0.69 1.92
H -5.07 -1.03 2.24
H -5.19 -1.69 -0.93
H -1.10 -1.41 -3.11
H 1.10 -0.69 -4.34
H 4.33 -2.52 -1.55
H 0.92 -3.73 -2.05
H 2.09 1.75 -1.44
H 2.28 0.50 -0.21
H 0.81 3.07 0.51
H 2.58 2.97 0.41
H 1.31 0.77 2.00
H 1.18 2.39 2.69
H 3.83 2.46 2.13
H 3.21 1.74 3.63
H 5.87 -0.25 2.64
H -0.68 1.41 0.91
Lu -1.39 1.65 -2.54



2.
216
Properties=species:S:1:pos:R:3 method="wB97M-V/def2-TZVPD" energy_ev=-113035.5760 lumo_ev=0.537 homo_ev=-9.1 de_lowest_kj_mol=73.0 total_charge=0
C -10.55 -20.75 1.62
C -11.66 -21.75 1.65
O -11.11 -23.07 1.51
O -11.19 -19.53 1.43
H -9.96 -21.00 0.72
H -9.87 -20.74 2.45
H -12.33 -21.54 0.82
H -12.23 -21.67 2.59
H -11.83 -23.70 1.73
H -10.59 -19.05 0.86
C -15.85 -29.23 -3.32
C -14.78 -29.50 -2.25
O -14.82 -28.48 -1.17
O -15.71 -28.05 -4.00
H -16.82 -29.49 -2.95
H -15.56 -29.98 -4.08
H -13.80 -29.41 -2.75
H -14.99 -30.46 -1.78
H -14.69 -27.60 -1.60
H -15.96 -27.36 -3.36
C -14.45 -26.98 1.90
C -14.05 -25.73 2.62
O -13.27 -24.77 1.85
O -15.50 -26.68 0.99
H -14.91 -27.66 2.62
H -13.58 -27.40 1.46
H -13.38 -26.05 3.41
H -14.95 -25.27 3.00
H -13.91 -24.30 1.29
H -15.61 -27.46 0.43
C -10.92 -27.49 -0.38
C -11.27 -27.81 -1.82
O -11.01 -26.73 -2.67
O -9.56 -27.23 -0.14
H -11.20 -28.40 0.17
H -11.46 -26.61 0.07
H -12.29 -28.11 -1.87
H -10.68 -28.66 -2.09
H -10.04 -26.65 -2.75
H -9.40 -26.28 0.05
C -15.79 -22.49 0.12
C -16.79 -22.82 1.23
O -17.54 -24.06 0.93
O -15.00 -23.67 0.02
H -15.07 -21.70 0.39
H -16.24 -22.20 -0.81
H -17.50 -22.06 1.38
H -16.24 -22.90 2.19
H -16.89 -24.80 0.93
H -14.53 -23.70 -0.83
C -8.57 -28.62 -4.76
C -8.25 -28.93 -3.26
O -8.29 -27.74 -2.52
O -9.88 -28.36 -4.99
H -8.30 -29.37 -5.52
H -7.87 -27.83 -4.96
H -7.25 -29.29 -3.13
H -8.93 -29.69 -2.82
H -8.54 -27.93 -1.63
H -10.14 -27.62 -4.42
C -14.85 -20.87 -3.72
C -14.22 -19.60 -4.36
O -15.13 -18.52 -4.19
O -15.01 -20.76 -2.35
H -14.21 -21.75 -3.89
H -15.79 -20.99 -4.21
H -13.97 -19.73 -5.42
H -13.24 -19.42 -3.95
H -14.65 -17.71 -3.86
H -15.84 -20.28 -2.12
C -11.63 -22.15 -2.25
C -11.97 -23.49 -1.61
O -13.26 -23.90 -1.99
O -12.24 -20.98 -1.53
H -11.99 -22.16 -3.26
H -10.54 -21.99 -2.26
H -11.92 -23.37 -0.52
H -11.24 -24.26 -2.02
H -13.23 -24.23 -2.94
H -13.20 -21.01 -1.74
C -19.12 -19.75 -2.77
C -18.05 -18.70 -2.66
C -18.68 -17.31 -2.43
O -17.68 -16.25 -2.45
C -18.21 -14.99 -2.09
N -17.13 -18.97 -1.60
H -19.60 -19.97 -1.85
H -18.75 -20.71 -3.16
H -19.87 -19.53 -3.52
H -17.36 -18.53 -3.52
H -19.22 -17.37 -1.46
H -19.34 -17.17 -3.24
H -17.38 -14.34 -2.35
H -18.25 -14.92 -0.99
H -19.15 -14.78 -2.58
H -17.54 -18.94 -0.66
H -16.37 -18.32 -1.75
C -12.89 -17.21 -1.69
C -14.11 -16.30 -1.61
C -13.70 -15.03 -0.88
O -14.82 -14.24 -0.61
C -14.44 -13.00 -0.15
N -14.72 -16.08 -2.93
H -12.20 -16.85 -2.42
H -13.14 -18.23 -1.97
H -12.39 -17.29 -0.64
H -14.92 -16.79 -1.05
H -12.90 -14.49 -1.46
H -13.19 -15.32 0.06
H -13.87 -12.52 -0.98
H -13.90 -13.04 0.82
H -15.28 -12.29 -0.03
H -15.69 -15.86 -2.80
H -14.33 -15.35 -3.46
C -10.03 -15.94 1.05
C -8.73 -16.09 0.24
C -8.92 -16.87 -1.04
O -9.15 -18.20 -0.79
C -9.63 -18.89 -1.88
N -8.17 -14.79 -0.02
H -10.46 -16.94 1.26
H -10.62 -15.31 0.44
H -9.90 -15.42 2.01
H -8.04 -16.72 0.83
H -7.99 -16.82 -1.71
H -9.79 -16.53 -1.64
H -8.85 -18.94 -2.69
H -10.48 -18.41 -2.33
H -9.98 -19.88 -1.55
H -8.86 -14.24 -0.53
H -7.38 -14.86 -0.63
C -10.56 -24.27 -5.34
C -12.04 -24.54 -5.58
C -12.20 -25.47 -6.84
O -13.58 -25.83 -6.96
C -13.99 -26.80 -7.92
N -12.61 -25.27 -4.45
H -10.41 -23.39 -4.69
H -9.98 -24.11 -6.25
H -10.13 -25.16 -4.88
H -12.63 -23.64 -5.65
H -11.64 -26.40 -6.55
H -11.81 -24.93 -7.76
H -13.37 -27.74 -7.80
H -13.84 -26.32 -8.89
H -15.07 -27.01 -7.78
H -13.36 -25.95 -4.61
H -11.94 -25.68 -3.84
C -17.68 -23.75 -2.72
C -16.94 -24.99 -3.32
C -16.01 -24.53 -4.39
O -16.80 -24.11 -5.43
C -16.03 -23.64 -6.49
N -16.24 -25.88 -2.31
H -18.48 -23.40 -3.36
H -16.96 -22.96 -2.57
H -18.14 -24.00 -1.80
H -17.79 -25.62 -3.66
H -15.33 -25.37 -4.70
H -15.35 -23.71 -4.08
H -15.19 -23.02 -6.10
H -16.65 -22.93 -7.06
H -15.61 -24.48 -7.09
H -15.61 -25.39 -1.72
H -16.89 -26.27 -1.67
C -16.91 -15.64 2.32
C -16.69 -16.82 1.32
C -15.31 -17.30 1.54
O -15.16 -17.84 2.82
C -13.85 -18.34 2.86
N -17.62 -17.95 1.47
H -16.17 -14.89 2.10
H -16.80 -15.91 3.38
H -17.93 -15.27 2.29
H -16.76 -16.41 0.29
H -14.66 -16.39 1.36
H -15.00 -18.09 0.80
H -13.09 -17.60 2.49
H -13.79 -19.21 2.13
H -13.59 -18.63 3.88
H -17.59 -18.35 2.39
H -18.57 -17.54 1.46
C -7.17 -22.65 0.40
C -8.32 -23.52 -0.29
C -7.75 -24.26 -1.49
O -7.02 -23.45 -2.39
C -7.78 -22.34 -3.03
N -8.96 -24.50 0.57
H -7.56 -22.13 1.28
H -6.91 -21.93 -0.37
H -6.32 -23.31 0.66
H -9.10 -22.79 -0.60
H -8.55 -24.77 -1.98
H -7.09 -25.12 -1.23
H -8.73 -22.76 -3.38
H -7.14 -21.92 -3.77
H -7.94 -21.52 -2.36
H -9.62 -23.96 1.11
H -8.26 -24.94 1.20
C -11.00 -15.96 -5.72
C -10.04 -16.79 -4.88
C -9.80 -18.15 -5.38
O -10.91 -18.99 -5.23
C -10.65 -20.33 -5.50
N -8.79 -16.13 -4.74
H -11.78 -16.65 -6.02
H -10.55 -15.56 -6.71
H -11.42 -15.13 -5.15
H -10.51 -16.87 -3.87
H -8.93 -18.63 -4.88
H -9.52 -18.00 -6.47
H -11.60 -20.86 -5.39
H -9.97 -20.85 -4.79
H -10.29 -20.49 -6.55
H -8.20 -16.84 -4.28
H -8.34 -15.94 -5.64



3.
14
Properties=species:S:1:pos:R:3 method="wB97M-V/def2-TZVPD" energy_ev=-18856.2113 lumo_ev=0.651 smiles="CC1=C(Cl)CC=C1" homo_ev=-7.5 de_lowest_kj_mol=82.0 total_charge=0
C 0.27 2.03 0.01
C 0.15 0.56 0.00
C 1.37 -0.44 -0.01
Cl 3.00 0.01 0.01
C 0.81 -1.80 -0.02
C -0.66 -1.60 0.03
C -0.98 -0.29 0.02
H 0.85 2.38 -0.84
H 0.78 2.36 0.91
H -0.71 2.50 -0.03
H 1.19 -2.42 0.81
H 1.07 -2.34 -0.93
H -1.35 -2.43 0.07
H -1.99 0.08 0.01



4.
23
Properties=species:S:1:pos:R:3 method="wB97M-V/def2-TZVPD" energy_ev=-20057.6671 lumo_ev=-16.365 homo_ev=-21.4 total_charge=+3
C 2.58 -1.16 0.63
C 2.51 -0.11 -0.49
C 1.22 -0.17 -1.20
O 0.92 -0.81 -2.14
O 0.10 0.64 -0.73
C -0.03 1.08 0.59
C -1.49 1.13 0.83
P -2.06 -0.57 -0.01
H 1.85 -1.94 0.47
H 3.55 -1.60 0.65
H 2.36 -0.72 1.59
H 2.74 0.88 -0.13
H 3.23 -0.37 -1.24
H 0.27 2.14 0.63
H 0.50 0.51 1.33
H -2.03 1.99 0.39
H -1.75 1.10 1.88
H -1.36 -0.06 -1.33
H -0.94 -1.28 0.48
H -2.92 -0.92 1.10
H -3.46 0.32 -0.62
H -2.55 -1.70 -0.76
Hf -3.23 1.65 -1.94



5.
8
Properties=species:S:1:pos:R:3 method="wB97M-V/def2-TZVPD" energy_ev=-41725.1032 lumo_ev="-1.682 / -1.682" homo_ev="-10.0 / -10.0" de_lowest_kj_mol=296.4 total_charge=0
C 1.13 0.68 -1.99
C 0.50 0.31 -1.02
C -0.42 -0.55 -0.23
C 0.10 0.29 0.84
Cl -2.13 -0.31 -0.62
Cl 1.50 -0.42 1.48
Cl -0.66 1.58 1.65
H -0.03 -1.59 -0.12



6.
14
Properties=species:S:1:pos:R:3 method="wB97M-V/def2-TZVPD" energy_ev=-9742.9371 lumo_ev=0.786 smiles="[H]/N=C/NC(=O)NC" homo_ev=-9.6 de_lowest_kj_mol=9.3 total_charge=0
H -4.11 -0.40 -0.67
N -3.36 -0.28 0.01
C -2.24 -0.17 -0.58
N -1.08 0.00 0.15
C 0.17 0.06 -0.44
O 0.32 0.01 -1.65
N 1.20 0.18 0.45
C 2.58 0.16 0.01
H -2.05 -0.20 -1.66
H -1.20 0.03 1.16
H 1.01 0.14 1.43
H 2.57 0.18 -1.08
H 3.09 -0.75 0.34
H 3.13 1.03 0.38



7.
12
Properties=species:S:1:pos:R:3 method="wB97M-V/def2-TZVPD" energy_ev=-12187.9458 lumo_ev=0.262 homo_ev=-9.7 de_lowest_kj_mol=534.7 total_charge=0
C 1.12 0.90 -0.14
C -0.62 -0.53 -0.47
H -1.62 -0.64 1.78
H 2.67 1.70 0.96
H 1.10 -0.96 -1.44
H -1.06 -2.14 -1.34
N -1.19 0.61 0.33
N 2.37 1.12 0.08
N 0.44 0.13 -1.29
N -1.33 -1.45 -0.52
O -1.97 0.16 1.31
O 0.08 1.10 0.73



8.
30
Properties=species:S:1:pos:R:3 method="wB97M-V/def2-TZVPD" energy_ev=-18158.7705 lumo_ev="0.495 / -4.122" multiplicity=3 homo_ev="-6.2 / -11.0" total_charge=0
C 2.91 0.91 0.44
C -2.24 0.92 -0.16
C 1.54 1.33 -0.34
C 1.16 0.07 -1.07
C -0.33 -0.26 0.96
C -0.22 2.05 0.05
C -1.07 1.03 0.66
C 0.32 -1.05 -0.20
C -1.62 1.74 1.94
C 1.28 -2.08 0.41
C -0.76 -1.74 -1.13
N 3.92 0.41 0.58
N -3.25 1.06 -0.67
N -0.35 3.19 -0.51
O 1.96 2.24 -1.31
H 0.38 0.18 -1.92
H 2.02 -0.27 -1.49
H 0.46 -0.02 1.73
H -1.06 -0.91 1.54
H -0.97 2.54 2.12
H -1.75 0.94 2.77
H -2.74 2.09 1.91
H 1.65 -2.52 -0.46
H 0.85 -2.69 1.12
H 2.15 -1.67 0.93
H -1.39 -2.26 -0.38
H -0.31 -2.42 -1.76
H -1.36 -1.15 -1.91
H -1.34 3.67 -0.48
H 1.46 3.06 -1.17



Copy entry 4 word for word.
23
Properties=species:S:1:pos:R:3 method="wB97M-V/def2-TZVPD" energy_ev=-20057.6671 lumo_ev=-16.365 homo_ev=-21.4 total_charge=+3
C 2.58 -1.16 0.63
C 2.51 -0.11 -0.49
C 1.22 -0.17 -1.20
O 0.92 -0.81 -2.14
O 0.10 0.64 -0.73
C -0.03 1.08 0.59
C -1.49 1.13 0.83
P -2.06 -0.57 -0.01
H 1.85 -1.94 0.47
H 3.55 -1.60 0.65
H 2.36 -0.72 1.59
H 2.74 0.88 -0.13
H 3.23 -0.37 -1.24
H 0.27 2.14 0.63
H 0.50 0.51 1.33
H -2.03 1.99 0.39
H -1.75 1.10 1.88
H -1.36 -0.06 -1.33
H -0.94 -1.28 0.48
H -2.92 -0.92 1.10
H -3.46 0.32 -0.62
H -2.55 -1.70 -0.76
Hf -3.23 1.65 -1.94